[1]
78
Properties=species:S:1:pos:R:3:forces:R:3:lowdin_charge:R:1 method="wB97M-V/def2-TZVPD" relative_energy_kcal_mol=263.5 gap_ev=9.14 e_lumo_ev=0.4 total_charge=0 homo_energy_ev=-8.7
C -0.430625 -2.918970 1.273330 -2.255 0.393 0.420 -0.97
Cl 0.335315 -3.686990 2.638680 -3.327 1.418 1.467 0.73
Cl -0.848475 -4.090470 0.011430 -0.118 -0.281 0.189 0.62
H -1.337165 -2.415410 1.609090 0.122 -0.587 -0.055 0.04
H 0.278685 -2.189870 0.881660 -2.417 -1.957 0.321 -0.07
C 5.495975 -2.838480 0.162080 0.702 1.826 0.838 -0.08
O 4.263775 -2.094680 0.262000 -3.099 -1.141 -0.394 -0.22
P 2.771425 -2.763680 0.040500 2.094 -0.463 -0.831 0.62
O 1.637485 -1.938950 0.589190 9.046 -6.559 -5.225 -0.24
O 2.732725 -2.951530 -1.568870 1.050 0.729 2.995 -0.20
C 1.512195 -3.210420 -2.224870 -0.378 0.192 -0.828 -0.11
O 2.854255 -4.256880 0.642110 0.061 1.554 -0.063 -0.21
C 2.675115 -4.479180 2.072740 1.231 -1.446 0.424 -0.20
H 5.948875 -2.670630 1.139230 -0.120 -1.112 0.381 0.09
H 6.150035 -2.154710 -0.379000 -0.089 -0.598 -0.996 0.09
H 5.458985 -3.869840 -0.188660 -0.219 0.302 0.054 0.10
H 1.421555 -2.456360 -3.006710 0.153 -0.274 -0.367 0.09
H 0.626065 -3.059880 -1.608260 0.274 -0.493 0.132 0.01
H 1.670485 -4.217290 -2.611210 -0.897 0.066 -0.218 0.10
H 3.441715 -5.159870 2.442990 0.222 -0.162 -0.573 0.09
H 1.662585 -4.856380 2.216260 1.888 -1.169 -0.570 -0.05
H 2.699265 -3.630090 2.755790 0.484 0.523 -0.807 0.06
O -1.701155 -1.188250 -0.088370 -0.013 1.657 0.242 0.01
C -1.062575 -0.247020 -0.551090 -0.483 -2.510 -2.204 -0.47
O 0.061135 0.217000 -0.063160 -0.996 -0.306 0.588 -0.06
C 0.521125 -0.198780 1.215250 -2.194 4.960 3.745 -0.18
C 1.301135 1.021160 1.807060 0.497 -0.286 -0.506 -0.01
C -1.331855 0.186310 -2.022040 0.934 -0.033 2.284 0.04
H 1.120255 -1.105910 1.136080 -1.470 4.419 2.281 -0.12
H -0.366935 -0.369580 1.823750 -0.002 0.136 0.111 0.09
H 1.649655 0.894560 2.832050 -0.328 -0.349 0.118 0.09
H 0.876685 2.016190 1.673410 -0.851 -1.100 0.678 0.03
H 2.212945 1.201160 1.237580 0.504 -0.514 -0.254 0.08
H -0.334165 0.337920 -2.434020 -1.344 -0.661 -0.068 0.04
H -1.839955 1.145140 -1.919130 -0.242 -0.027 -0.772 0.10
H -1.878335 -0.620860 -2.509820 0.741 1.220 0.806 0.04
O -2.045475 4.836050 3.301260 -0.640 -0.037 -0.315 0.08
C -1.167155 3.999960 3.371570 0.684 5.140 1.710 -0.61
O -1.329495 2.772200 3.209070 -0.528 -4.887 -0.182 0.02
C -2.633005 2.163650 3.433210 0.369 -0.371 -2.378 -0.14
C -2.680875 0.931690 2.512290 0.609 -0.304 1.670 -0.05
C 0.235985 4.425110 3.712280 -3.725 1.597 2.928 -0.01
H -3.421835 2.764180 2.980210 0.094 0.718 0.971 0.12
H -2.698615 1.966430 4.503210 -0.332 -0.003 -0.216 0.13
H -2.554195 1.179480 1.458420 -0.510 0.167 0.117 0.08
H -3.605165 0.425730 2.791230 -0.181 -0.130 -0.693 0.09
H -1.873445 0.238020 2.746780 -0.061 0.016 0.131 0.06
H 0.805295 4.395370 2.783240 -4.324 4.233 4.120 -0.10
H 0.686515 3.886830 4.546170 0.074 -0.223 -0.255 0.12
H 0.166515 5.491620 3.926370 -0.031 -0.028 0.437 0.11
O 2.345445 4.429180 -0.408110 0.780 0.752 -1.891 0.14
C 1.632115 3.996250 0.434250 1.475 0.262 0.979 -0.58
O 0.625515 3.203650 0.270270 -2.097 -0.957 -1.834 -0.03
C 0.143385 2.791980 -1.069030 -0.306 0.016 -0.085 -0.11
C 1.016495 1.738720 -1.814250 1.778 1.737 1.360 -0.05
C 1.856225 4.267860 1.881430 3.680 -1.107 -2.910 0.00
H -0.016735 3.677420 -1.684210 0.463 0.188 0.073 0.13
H -0.865505 2.476880 -0.802640 0.267 -0.341 -0.121 0.10
H 0.561155 1.308690 -2.706350 0.960 1.368 0.015 0.06
H 1.288435 0.938980 -1.125370 -0.119 0.394 -0.765 0.08
H 1.974515 2.241110 -1.948070 -0.023 0.185 -0.907 0.08
H 1.838925 5.346580 2.036910 -0.037 -0.088 0.088 0.14
H 2.812995 3.897750 2.249810 0.417 0.130 -0.486 0.14
H 1.166725 3.733070 2.534650 3.804 -4.369 -3.704 0.02
O -4.756095 -0.277920 -4.171310 2.834 -2.473 3.105 0.05
C -4.112775 -0.759820 -3.186840 -1.867 2.199 -2.817 -0.46
O -2.956805 -1.487150 -3.228980 -3.427 -1.449 -2.017 -0.11
C -2.602205 -2.079570 -4.491580 1.942 1.591 -1.644 -0.16
C -1.809545 -0.984880 -5.306170 0.608 -0.982 0.551 -0.05
C -4.492045 -0.481080 -1.776390 -0.152 -0.472 0.060 0.02
H -3.360485 -2.421600 -5.195940 -0.724 -0.228 1.052 0.12
H -1.905335 -2.857430 -4.179470 -0.261 -0.210 -0.357 0.12
H -1.275745 -1.331430 -6.191080 -0.425 -0.694 -0.175 0.07
H -0.965025 -0.745120 -4.660110 -0.202 0.899 0.061 0.05
H -2.416445 -0.149340 -5.654950 -0.003 0.031 0.624 0.08
H -3.749735 -0.924480 -1.112720 -0.077 0.426 0.193 0.07
H -5.440075 -0.990240 -1.602880 -0.119 0.031 0.033 0.10
H -4.670665 0.587110 -1.653200 0.173 -0.093 0.134 0.10

[2]
75
Properties=species:S:1:pos:R:3:forces:R:3:lowdin_charge:R:1 method="wB97M-V/def2-TZVPD" gap_ev=7.95 e_lumo_ev=-0.5 total_charge=0 smiles="CCCCN(CCCCP(N)S)C(=S)SCCC.CCOC(=O)OC.CCOC(=O)OC" homo_energy_ev=-8.4
C 2.877375 -1.134798 -1.535885 -0.056 -0.099 0.033 -0.10
C 1.381699 -0.797174 -1.545453 -0.021 -0.039 0.043 -0.26
C 1.066637 0.668525 -1.881467 0.151 -0.015 0.040 -0.21
C -0.154191 1.224864 -1.122281 -0.021 0.105 0.029 -0.19
N -1.148870 2.024095 -1.863319 -0.091 -0.066 -0.242 -0.22
C -1.686529 1.424807 -3.088656 0.033 0.015 -0.040 -0.23
C -2.143134 -0.019649 -2.915159 -0.134 0.167 -0.330 -0.18
C -2.632803 -0.631651 -4.243609 0.154 -0.193 0.214 -0.25
C -1.589422 -1.470200 -4.998202 -0.070 0.071 0.158 -0.46
P -0.071442 -0.573248 -5.541888 0.017 0.130 -0.260 0.54
N -0.726727 0.563057 -6.658826 0.041 0.161 0.564 -0.24
S 0.543207 -2.156636 -6.849110 -0.090 -0.174 -0.043 0.36
C -0.741918 3.364354 -2.086300 -0.010 -0.056 -0.130 -1.08
S -1.381977 4.605259 -1.285206 0.070 0.056 0.237 0.75
S 0.519566 3.631721 -3.353688 0.001 -0.285 0.192 0.87
C 1.797455 4.468365 -2.354397 -0.118 0.298 -0.066 -0.49
C 1.947497 5.964787 -2.649023 0.115 0.033 0.130 -0.32
C 3.392959 6.444042 -2.521057 0.000 -0.035 0.013 -0.12
H 3.094371 -1.923308 -0.813275 -0.007 -0.019 -0.051 0.07
H 3.218679 -1.492819 -2.507832 0.034 0.150 -0.031 0.07
H 3.476126 -0.265708 -1.257215 0.012 -0.022 -0.005 0.07
H 0.888781 -1.447191 -2.275008 -0.103 -0.013 0.104 0.09
H 0.950749 -1.047412 -0.570438 0.043 0.063 -0.002 0.10
H 1.942773 1.270684 -1.623207 -0.053 0.051 -0.091 0.10
H 0.928195 0.781539 -2.955455 0.033 -0.012 -0.048 0.05
H -0.702442 0.407549 -0.648531 -0.017 -0.006 -0.053 0.11
H 0.185849 1.868484 -0.307369 -0.038 -0.068 0.027 0.11
H -0.968260 1.500697 -3.919738 0.045 -0.105 0.024 0.05
H -2.558113 2.022909 -3.374002 0.050 0.017 -0.031 0.13
H -2.970217 -0.022155 -2.202216 0.133 -0.078 0.139 0.12
H -1.336203 -0.639391 -2.522897 -0.026 -0.019 0.103 0.09
H -3.461381 -1.308107 -4.021265 -0.046 0.084 -0.068 0.11
H -3.039755 0.149929 -4.892537 -0.017 0.008 0.022 0.10
H -2.049163 -1.945349 -5.868396 -0.019 0.051 -0.026 0.06
H -1.239298 -2.277422 -4.344860 -0.024 0.013 -0.042 0.07
H -1.734699 0.654704 -6.637423 -0.055 -0.138 -0.230 0.03
H -0.328285 1.476023 -6.469506 -0.023 0.013 -0.150 0.01
H 1.351524 -1.373441 -7.569882 0.151 0.034 0.057 -0.21
H 2.726081 3.932446 -2.559678 -0.039 -0.003 -0.062 0.07
H 1.528240 4.300312 -1.312549 0.131 -0.051 0.002 0.06
H 1.570693 6.182596 -3.648939 0.029 -0.047 -0.014 0.09
H 1.323858 6.518643 -1.944862 -0.127 0.025 -0.155 0.10
H 3.713933 6.479123 -1.478227 0.014 -0.050 -0.014 0.07
H 4.075171 5.780873 -3.058508 -0.011 0.035 -0.014 0.07
H 3.510690 7.445364 -2.936815 -0.020 0.005 0.051 0.07
C -2.365553 2.211413 1.691818 0.070 0.003 0.114 -0.06
C -3.264020 1.030474 1.970279 -0.114 0.055 -0.149 -0.20
O -2.619982 0.056397 2.816913 0.018 -0.016 -0.009 0.04
C -2.632041 0.333700 4.115942 0.010 -0.029 -0.019 -0.61
O -3.153692 1.280718 4.643052 -0.016 0.058 0.028 0.13
O -1.966044 -0.633948 4.751925 0.006 -0.059 0.014 0.00
C -1.881373 -0.463232 6.167403 0.066 -0.042 0.135 -0.04
H -1.414946 1.872605 1.281600 -0.027 0.014 -0.028 0.06
H -2.830092 2.873774 0.962187 0.014 -0.010 -0.028 0.06
H -2.170353 2.778174 2.601870 -0.045 -0.008 0.011 0.08
H -3.484909 0.482638 1.055769 0.032 -0.027 0.008 0.12
H -4.204091 1.337018 2.427114 0.029 -0.002 0.060 0.12
H -2.863729 -0.315763 6.610482 -0.031 0.022 -0.065 0.10
H -1.244206 0.385119 6.414026 -0.030 0.031 -0.023 0.10
H -1.437379 -1.379285 6.546205 0.000 -0.002 -0.002 0.08
C 1.117227 -2.775209 5.228374 0.112 -0.037 -0.106 -0.06
C 0.182721 -3.837415 5.759217 -0.114 0.129 0.082 -0.21
O 0.472526 -5.131017 5.199618 0.008 -0.006 -0.017 0.04
C 1.489381 -5.778073 5.763714 -0.036 -0.011 -0.014 -0.62
O 2.147209 -5.395806 6.696523 0.048 0.026 0.039 0.12
O 1.651805 -6.935456 5.124220 0.002 -0.026 -0.019 0.00
C 2.728684 -7.738539 5.617693 -0.002 -0.044 -0.014 -0.04
H 1.091981 -2.759520 4.138542 -0.047 0.036 0.002 0.09
H 0.810887 -1.794132 5.591698 -0.010 0.007 -0.006 0.07
H 2.142491 -2.955383 5.548947 -0.023 -0.024 0.053 0.08
H -0.844818 -3.638278 5.459490 0.009 -0.032 -0.048 0.12
H 0.225432 -3.901123 6.846386 0.044 -0.029 -0.004 0.12
H 2.635158 -7.889608 6.690739 0.003 0.009 0.006 0.10
H 3.684789 -7.265387 5.400182 0.000 0.016 0.024 0.10
H 2.649658 -8.684945 5.092227 0.003 0.004 -0.011 0.09

[3]
70
Properties=species:S:1:pos:R:3:forces:R:3:mulliken_spin:R:1 method="wB97M-V/def2-TZVPD" relative_energy_kcal_mol=80.5 gap_ev="7.54 / 3.49" e_lumo_ev="-11.0 / -15.6" multiplicity=5 total_charge=+4 s2=6.0379 homo_energy_ev="-18.6 / -19.1"
Pt -0.113356 -0.428321 0.171816 -0.760 1.081 -0.686 1.46
P 1.120337 -1.173892 1.884080 1.729 -2.000 2.769 0.21
P 1.721511 -0.437627 -1.171135 1.759 0.079 -1.604 0.06
P -1.955403 -0.017858 1.486354 -1.931 0.026 1.255 0.01
H -3.698429 -2.013138 -5.476563 -0.209 0.433 0.583 0.01
C -4.271866 -1.360326 -4.794480 -0.446 -1.126 0.185 0.16
C -4.167736 -0.023706 -4.845968 0.071 1.058 -0.477 0.13
H -3.446969 0.445499 -5.548108 -0.810 -0.277 0.396 0.01
C 0.799148 -2.981882 1.903078 -0.237 0.199 -0.204 0.02
C 2.950737 -1.119075 1.981964 0.074 0.233 -0.131 0.03
C 0.819619 -0.651066 3.615096 -0.010 0.054 0.026 0.03
C 1.557461 0.038063 -2.891049 -0.301 -0.442 -0.249 0.06
C 2.964367 0.797738 -0.711385 0.264 0.506 0.376 0.00
C 2.625098 -2.000864 -1.335607 -0.005 -0.073 -0.090 0.00
C -3.586149 0.385335 0.776880 0.227 0.082 -0.110 0.03
C -1.693593 1.420290 2.580369 0.109 0.200 0.006 0.00
C -2.404570 -1.410941 2.588191 -0.130 0.014 -0.046 0.01
H -5.005374 -1.861334 -4.123805 0.495 0.447 -0.705 0.00
H -4.880887 0.639923 -4.315053 0.751 -0.484 -0.153 0.00
H 1.354508 -3.405952 2.758949 -0.279 -0.002 -0.414 0.01
H 1.126785 -3.432795 0.955902 0.152 0.045 0.332 0.00
H -0.275641 -3.193556 1.989228 0.354 0.020 0.221 -0.01
H 3.219332 -1.440125 2.996444 -0.021 -0.054 -0.317 0.00
H 3.290863 -0.089975 1.855755 0.099 -0.184 0.020 0.00
H 3.458329 -1.766053 1.262573 -0.143 0.203 0.294 0.00
H 1.573326 -1.158243 4.230682 -0.295 0.012 -0.089 0.00
H -0.172468 -0.897424 3.996755 0.338 0.164 -0.073 0.00
H 1.004114 0.422120 3.698799 -0.098 -0.165 0.110 0.00
H 2.557376 0.007203 -3.338723 -0.205 0.215 0.024 0.01
H 1.082778 1.016261 -2.997021 0.147 -0.093 -0.080 0.01
H 0.951241 -0.729088 -3.357905 0.107 0.161 -0.235 -0.03
H 3.823314 0.332118 -0.235133 0.064 -0.006 0.034 0.00
H 2.564250 1.563883 -0.042257 0.181 -0.235 -0.398 0.00
H 3.307073 1.291078 -1.625531 -0.020 -0.127 0.154 0.00
H 3.326049 -1.853948 -2.169360 -0.072 -0.212 0.263 0.00
H 1.931431 -2.810164 -1.589441 0.182 0.061 0.015 0.00
H 3.185426 -2.258003 -0.433450 -0.175 -0.071 -0.409 0.00
H -4.318687 0.333521 1.596062 0.142 0.050 -0.347 0.01
H -3.838836 -0.336827 -0.004460 -0.153 0.157 0.178 0.00
H -3.566726 1.397930 0.359696 -0.118 -0.242 0.037 0.00
H -2.609833 1.594502 3.165063 0.229 -0.085 -0.193 0.00
H -1.502092 2.306380 1.962775 -0.115 -0.113 0.091 0.00
H -0.857007 1.291904 3.271984 -0.226 -0.073 -0.165 0.00
H -3.450168 -1.256924 2.888041 0.305 -0.122 0.040 0.00
H -1.786679 -1.472759 3.488620 -0.283 -0.038 -0.303 0.00
H -2.341856 -2.359705 2.045395 -0.101 0.121 0.099 0.00
C -1.837371 -0.277030 -2.838756 -0.886 1.512 -2.028 0.22
C -2.405414 -1.521774 -2.462226 -0.133 -0.495 0.203 0.02
C -2.002012 -2.700392 -3.090673 -0.344 0.434 0.838 -0.01
C -1.044487 -2.654216 -4.104021 0.352 0.463 -0.293 0.14
C -0.759533 -1.420800 -4.700246 -0.525 0.869 0.040 -0.02
C -1.270939 -0.241272 -4.128585 0.466 -0.684 -1.259 0.15
S -2.087955 1.326679 -2.162442 -0.437 -0.522 0.891 0.25
H -1.947362 2.217345 -3.201107 0.191 -0.970 0.075 0.00
H -3.273827 -1.450979 -1.833437 0.027 -0.487 0.645 0.00
H -2.462430 -3.667064 -2.873453 0.066 0.405 0.250 0.00
H -0.621306 -3.580331 -4.474654 -0.086 0.088 -0.233 -0.01
H -0.196904 -1.335524 -5.626094 -0.085 -0.217 0.089 0.00
H -1.294102 0.729590 -4.642851 0.801 -0.599 0.094 0.00
C 1.553003 4.549944 4.035143 -0.091 0.379 0.305 0.00
N 2.521648 3.712347 3.306256 0.474 0.894 0.048 0.58
C 3.977093 3.983345 3.324455 0.310 0.098 0.202 0.00
C 2.096072 2.761011 2.510101 -0.688 -1.764 -1.120 -0.10
N 1.751487 1.864488 1.827379 0.222 1.854 1.503 0.39
H 2.095786 5.364661 4.538996 -0.207 -0.414 -0.237 0.00
H 1.020707 3.930237 4.780535 0.210 0.110 -0.239 0.04
H 0.807161 4.962999 3.330005 0.316 -0.221 0.159 0.04
H 4.499987 3.086567 3.704066 -0.192 0.210 -0.109 0.04
H 4.338125 4.180284 2.294090 -0.285 -0.071 0.392 0.04
H 4.172427 4.837707 3.983400 -0.117 -0.269 -0.244 0.00

no.,strongest force on any atom (eV/Å)
1,12.34
2,0.59
3,3.83